1.
A 5-piece molecular cluster, C37H49NO4 overall at a distorted geometry. Source: the OMol25 dataset; level of theory: wB97M-V/def2-TZVPD.

Structure (XYZ):
```
91
Properties=species:S:1:pos:R:3
C 3.282 1.032 -0.994
C 3.811 0.833 -2.526
C 4.117 -0.731 -2.680
O 5.052 -1.049 -3.748
C 5.099 -2.497 -3.803
C 6.572 -3.141 -3.865
C 6.720 -3.963 -2.503
C 5.795 -5.308 -2.494
C 8.201 -4.441 -2.121
C 8.461 -4.135 -0.549
O 6.407 -4.064 -5.017
C 6.676 -3.234 -6.173
O 6.600 -3.521 -7.374
O 7.145 -1.926 -5.729
C 7.791 -2.328 -4.474
C 8.651 -1.300 -3.639
C 7.875 -0.141 -2.872
N 7.148 -0.599 -1.649
H 4.121 1.496 -0.361
H 2.977 0.036 -0.511
H 2.398 1.761 -0.932
H 2.929 1.180 -3.181
H 4.769 1.421 -2.720
H 4.480 -1.095 -1.645
H 3.106 -1.245 -2.898
H 4.550 -2.891 -2.877
H 4.437 -2.808 -4.700
H 6.311 -3.325 -1.638
H 6.300 -6.155 -3.069
H 4.754 -5.071 -2.911
H 5.665 -5.640 -1.405
H 8.240 -5.593 -2.212
H 9.038 -4.046 -2.781
H 7.558 -4.571 0.018
H 8.541 -3.021 -0.320
H 9.445 -4.608 -0.182
H 8.532 -3.175 -4.753
H 9.429 -0.834 -4.355
H 9.260 -1.891 -2.866
H 7.179 0.383 -3.625
H 8.672 0.621 -2.519
H 6.741 0.215 -1.176
H 7.739 -1.164 -1.030
C -1.407 4.010 2.360
C -0.023 3.883 2.412
C 0.725 3.921 1.238
C 0.086 4.083 0.012
C -1.299 4.201 -0.040
C -2.046 4.166 1.134
H -1.989 3.987 3.276
H 0.475 3.755 3.367
H 1.805 3.825 1.279
H 0.668 4.115 -0.903
H -1.798 4.321 -0.996
H -3.126 4.261 1.094
C -5.526 2.749 -0.368
C -4.426 1.951 -0.664
C -4.599 0.596 -0.929
C -5.873 0.038 -0.894
C -6.973 0.834 -0.589
C -6.800 2.190 -0.328
H -5.391 3.807 -0.168
H -3.432 2.385 -0.688
H -3.741 -0.026 -1.163
H -6.009 -1.018 -1.103
H -7.966 0.398 -0.556
H -7.657 2.811 -0.092
C -5.851 1.375 5.413
C -4.466 1.248 5.462
C -3.721 1.286 4.287
C -4.362 1.446 3.061
C -5.748 1.563 3.012
C -6.492 1.529 4.187
H -6.431 1.352 6.329
H -3.967 1.121 6.416
H -2.641 1.191 4.325
H -3.781 1.477 2.146
H -6.248 1.681 2.056
H -7.573 1.622 4.148
C -10.696 1.686 4.131
C -10.423 0.344 3.882
C -10.978 -0.642 4.691
C -11.804 -0.286 5.753
C -12.069 1.056 6.008
C -11.517 2.042 5.197
H -10.268 2.454 3.496
H -9.777 0.067 3.055
H -10.768 -1.687 4.494
H -12.239 -1.055 6.383
H -12.708 1.334 6.840
H -11.726 3.088 5.395
```

LUMO in eV: 0.62
Structure (SMILES): CCCOC[C@@]1([C@@H](C)CC)OC(=O)O[C@H]1CCN.c1ccccc1.c1ccccc1.c1ccccc1.c1ccccc1
F_max in eV/A: 4.90
Charge: 0
Gap between HOMO and LUMO in eV: 9.813
HOMO energy in eV: -9.19

Löwdin atomic charge list, values in e, 5 entries:
1 C -0.126
2 C -0.196
3 C -0.260
4 O -0.172
5 C -0.114

=====

2.
C32H32N8O8 as an isolated structure at a distorted geometry. Source: the OMol25 dataset; level of theory: wB97M-V/def2-TZVPD.

Structure (XYZ):
```
80
Properties=species:S:1:pos:R:3
C 0.299 4.479 0.563
C -0.363 3.369 1.241
N -0.943 2.528 1.697
H 0.385 4.351 -0.516
H 1.323 4.457 0.936
H -0.155 5.406 0.913
C 4.000 3.545 -3.250
C 4.949 2.719 -2.537
N 5.719 2.014 -1.911
H 3.435 2.917 -3.938
H 4.482 4.389 -3.744
H 3.324 3.804 -2.435
C -2.586 -2.551 -5.039
C -1.769 -1.630 -4.312
N -1.107 -0.841 -3.734
H -3.306 -1.857 -5.473
H -2.901 -3.325 -4.340
H -1.966 -2.992 -5.820
C 1.094 -1.530 -5.420
C 2.190 -1.381 -4.496
N 3.042 -1.276 -3.727
H 1.374 -1.745 -6.451
H 0.564 -0.579 -5.481
H 0.376 -2.214 -4.968
C 0.647 -1.859 4.016
C 0.359 -1.963 2.675
C -0.527 -1.083 2.089
C -1.203 -0.132 2.841
C -1.011 -0.163 4.242
C -0.072 -1.016 4.840
N -2.134 0.773 2.176
O -3.031 1.340 2.807
O -1.950 1.049 0.944
H 1.454 -2.505 4.331
H 0.880 -2.702 2.084
H -0.804 -1.226 1.055
H -1.428 0.584 4.901
H 0.152 -0.950 5.895
C 2.087 1.176 4.597
C 1.669 1.758 3.379
C 1.952 1.041 2.225
C 2.532 -0.252 2.283
C 2.925 -0.743 3.443
C 2.650 -0.031 4.657
N 2.775 -0.975 1.026
O 3.003 -0.293 0.003
O 3.006 -2.143 1.111
H 1.735 1.630 5.512
H 1.154 2.704 3.302
H 1.565 1.288 1.247
H 3.370 -1.718 3.580
H 2.815 -0.341 5.678
C -0.592 -0.504 -1.763
C 0.653 -0.563 -2.529
C 1.691 0.307 -2.149
C 1.506 1.189 -1.092
C 0.337 1.251 -0.435
C -0.718 0.446 -0.776
N 2.662 2.080 -0.803
O 2.612 2.778 0.196
O 3.627 2.100 -1.575
H -1.383 -1.176 -2.063
H 0.690 -1.298 -3.320
H 2.623 0.158 -2.674
H 0.293 1.979 0.362
H -1.599 0.510 -0.154
C -3.026 -2.780 -0.718
C -2.639 -1.560 -0.324
C -3.438 -0.764 0.438
C -4.746 -1.244 0.766
C -5.130 -2.579 0.359
C -4.196 -3.376 -0.327
N -5.627 -0.380 1.594
O -6.743 -0.354 1.253
O -5.089 0.338 2.480
H -2.423 -3.376 -1.386
H -1.608 -1.355 -0.574
H -3.184 0.273 0.601
H -6.122 -2.999 0.435
H -4.459 -4.406 -0.517
```

LUMO in eV: -1.12
F_max in eV/A: 9.33
Charge: 0
Energy relative to the best compared isomer or geometry (same formula, charge and spin) in eV: 16.5424
Gap between HOMO and LUMO in eV: 7.237
HOMO energy in eV: -8.36

Löwdin atomic charge list, values in e, 5 entries:
1 C -0.017
2 C -0.211
3 N 0.198
4 H 0.095
5 H 0.073

=====

3.
A 2-piece molecular cluster, C3H9NS2 overall at a distorted geometry. Source: the OMol25 dataset; level of theory: wB97M-V/def2-TZVPD.

Structure (XYZ):
```
15
Properties=species:S:1:pos:R:3
N 1.793 -1.039 -1.603
C 0.538 -0.392 -1.245
C 0.757 0.806 -0.291
S 1.474 0.394 1.254
S -2.233 -0.033 -0.317
C -1.991 -0.069 1.465
H 2.441 -1.024 -0.830
H 2.124 -0.692 -2.490
H 0.020 0.018 -2.113
H -0.119 -1.096 -0.690
H 1.507 1.420 -0.806
H -0.177 1.441 -0.407
H -1.229 -0.841 1.683
H -1.758 0.878 1.940
H -2.898 -0.536 1.868
```

LUMO in eV: -3.78
F_max in eV/A: 1.32
Charge: 0
Energy relative to the best compared isomer or geometry (same formula, charge and spin) in eV: 4.8871
Gap between HOMO and LUMO in eV: 4.431
HOMO energy in eV: -8.21

Löwdin atomic charge list, values in e, 5 entries:
1 N -0.004
2 C -0.452
3 C -0.765
4 S 0.632
5 S 0.657

=====

4.
C3H4N2O2 as an isolated structure at a distorted geometry. Source: the OMol25 dataset; level of theory: wB97M-V/def2-TZVPD.

Structure (XYZ):
```
11
Properties=species:S:1:pos:R:3
C -0.980 2.143 0.063
C 1.860 -0.671 2.354
C -0.671 0.795 0.496
N -0.981 3.188 -0.420
N 1.609 -0.716 1.256
O 2.386 -0.450 3.334
O -0.246 -0.102 -0.458
H -1.562 0.432 1.111
H 0.649 -0.768 0.382
H 0.085 0.638 1.319
H -0.569 0.215 -1.299
```

LUMO in eV: 0.06
F_max in eV/A: 12.71
Charge: 0
Energy relative to the best compared isomer or geometry (same formula, charge and spin) in eV: 4.2974
Gap between HOMO and LUMO in eV: 10.387
HOMO energy in eV: -10.33

Löwdin atomic charge list, values in e, 5 entries:
1 C -0.169
2 C -0.576
3 C -0.276
4 N 0.173
5 N 0.148

=====

5.
C34H88BrF6FeN9O12S2 as an isolated structure at a distorted geometry. Source: the OMol25 dataset; level of theory: wB97M-V/def2-TZVPD.

Structure (XYZ):
```
153
Properties=species:S:1:pos:R:3
Fe -2.314 -1.272 0.526
Br -0.082 0.119 0.052
C -3.478 -3.523 -3.378
F -4.028 -3.218 -4.578
F -4.387 -3.732 -2.458
F -2.713 -4.610 -3.483
S -2.363 -1.989 -2.822
O -1.048 -2.564 -2.551
O -2.320 -1.126 -4.020
N -3.111 -1.232 -1.348
S -4.420 -0.513 -1.963
O -4.851 -0.993 -3.261
O -5.540 -0.540 -1.015
C -3.904 1.393 -2.208
F -3.078 1.437 -3.281
F -4.905 2.156 -2.471
F -3.267 1.835 -1.140
C -2.410 2.043 2.774
C -3.678 1.239 2.451
C -4.950 2.137 2.176
O -5.920 1.399 1.475
C -7.089 2.061 1.247
N -3.428 0.459 1.209
H -2.344 2.828 2.021
H -1.563 1.357 2.777
H -2.509 2.495 3.761
H -3.878 0.542 3.264
H -4.747 3.044 1.606
H -5.342 2.446 3.146
H -6.911 3.108 0.998
H -7.827 2.105 2.049
H -7.552 1.486 0.445
H -4.411 0.470 0.977
H -3.111 1.286 0.722
C 3.527 -4.761 3.353
C 4.437 -4.932 2.188
C 4.609 -3.630 1.366
O 3.384 -3.289 0.786
C 3.498 -2.038 0.184
N 5.682 -5.362 2.751
H 3.972 -4.052 4.051
H 3.194 -5.698 3.800
H 2.609 -4.244 3.073
H 4.038 -5.604 1.428
H 5.311 -3.799 0.550
H 5.106 -2.855 1.949
H 3.800 -1.237 0.859
H 2.600 -1.770 -0.372
H 4.236 -2.024 -0.619
H 5.316 -6.001 3.443
H 6.175 -5.931 2.079
C 2.723 -1.244 3.571
C 2.546 0.172 3.883
C 3.451 1.074 3.004
O 3.168 2.483 3.359
C 3.690 3.460 2.498
N 1.142 0.461 3.639
H 3.772 -1.537 3.625
H 2.299 -1.578 2.624
H 2.224 -1.833 4.340
H 2.776 0.280 4.944
H 3.288 0.887 1.943
H 4.485 0.880 3.289
H 3.140 3.338 1.565
H 4.763 3.362 2.333
H 3.438 4.458 2.857
H 0.970 1.447 3.777
H 0.855 0.328 2.680
C -0.772 -3.299 3.918
C -1.741 -2.073 3.988
C -1.452 -1.198 5.215
O -2.178 -0.017 5.101
C -1.966 0.874 6.118
N -1.565 -1.330 2.768
H -1.009 -4.003 3.120
H -0.764 -3.780 4.895
H 0.250 -2.948 3.775
H -2.759 -2.462 3.990
H -0.387 -0.966 5.243
H -1.747 -1.620 6.176
H -2.564 1.785 6.111
H -0.917 1.141 6.246
H -2.179 0.328 7.037
H -1.997 -0.441 2.974
H -0.593 -1.057 2.794
C 4.045 2.595 -4.316
C 5.310 2.367 -3.571
C 5.245 1.004 -2.813
O 4.129 0.802 -2.003
C 3.996 1.651 -0.871
N 6.468 2.416 -4.492
H 3.210 2.683 -3.620
H 3.800 1.772 -4.987
H 4.067 3.446 -4.997
H 5.502 3.194 -2.888
H 6.201 0.754 -2.353
H 5.210 0.169 -3.513
H 4.901 1.654 -0.264
H 3.111 1.268 -0.363
H 3.816 2.664 -1.233
H 7.307 2.158 -3.992
H 6.601 3.404 -4.652
C -4.861 -4.821 1.234
C -3.651 -3.832 1.385
C -2.409 -4.267 0.498
O -1.456 -3.232 0.601
C -0.151 -3.784 0.382
N -4.149 -2.488 1.052
H -4.890 -5.186 0.208
H -5.819 -4.359 1.470
H -4.787 -5.720 1.846
H -3.444 -3.909 2.452
H -2.635 -4.417 -0.558
H -2.060 -5.213 0.911
H -0.181 -4.257 -0.600
H 0.094 -4.488 1.177
H 0.713 -3.122 0.441
H -4.655 -2.636 0.191
H -4.909 -2.323 1.697
C 1.501 -1.709 -5.341
C 2.098 -0.681 -4.375
C 1.110 0.482 -4.092
O 0.763 1.228 -5.255
C 0.209 2.547 -4.901
N 2.544 -1.329 -3.155
H 1.027 -1.239 -6.203
H 0.765 -2.363 -4.873
H 2.284 -2.404 -5.642
H 3.030 -0.370 -4.846
H 1.433 1.196 -3.334
H 0.175 0.092 -3.689
H -0.705 2.473 -4.312
H -0.072 3.088 -5.805
H 0.958 3.214 -4.473
H 1.673 -1.578 -2.707
H 2.917 -0.540 -2.646
C -0.899 6.238 -4.593
C -1.756 6.263 -3.323
C -1.691 4.931 -2.440
O -0.399 4.778 -1.892
C -0.164 3.612 -1.155
N -1.369 7.392 -2.492
H 0.159 6.119 -4.358
H -0.925 7.188 -5.127
H -1.193 5.409 -5.237
H -2.826 6.357 -3.507
H -2.064 4.079 -3.008
H -2.388 5.042 -1.610
H 0.912 3.515 -1.004
H -0.398 2.803 -1.846
H -0.725 3.409 -0.243
H -0.367 7.322 -2.385
H -1.694 7.212 -1.553
```

LUMO (spin up / spin down) in eV: 0.12 / 0.11
Multiplicity: 5
F_max in eV/A: 4.22
Charge: 0
Energy relative to the best compared isomer or geometry (same formula, charge and spin) in eV: 0.0000
Gap between HOMO and LUMO (spin up / spin down) in eV: 8.583 / 8.581
HOMO energy (spin up / spin down) in eV: -8.47 / -8.47
<S²>: 6.01

Löwdin atomic charge list, values in e, 5 entries:
1 Fe 0.484
2 Br 0.061
3 C -0.626
4 F 0.135
5 F 0.137

=====

6.
An isolated ion of composition C4H13N2O and charge +1 at a distorted geometry. Source: the OMol25 dataset; level of theory: wB97M-V/def2-TZVPD.

Structure (XYZ):
```
20
Properties=species:S:1:pos:R:3
N 1.937 0.150 1.367
C 1.816 -0.639 0.148
C 0.351 -0.985 -0.062
C -0.420 0.245 -0.587
N -0.315 1.250 0.588
C -1.849 -0.159 -0.802
O -2.544 0.927 -1.347
H 1.559 -0.357 2.159
H 2.896 0.350 1.639
H 2.329 -1.611 0.233
H 2.261 -0.233 -0.752
H -0.142 -1.419 0.813
H 0.345 -1.709 -0.868
H 0.070 0.673 -1.463
H 0.638 1.136 1.033
H -0.553 2.184 0.247
H -1.088 1.017 1.202
H -2.306 -0.571 0.084
H -1.809 -0.935 -1.578
H -3.174 0.688 -2.055
```

LUMO in eV: -2.84
Structure (SMILES): NCC[C@H]([NH3+])CO
F_max in eV/A: 2.41
Charge: +1
Energy relative to the best compared isomer or geometry (same formula, charge and spin) in eV: 1.4290
Gap between HOMO and LUMO in eV: 11.357
HOMO energy in eV: -14.19

Löwdin atomic charge list, values in e, 5 entries:
1 N -0.009
2 C -0.244
3 C -0.151
4 C -0.250
5 N 0.214